Computed, not measured: C22H24FN2PdS2Si as an isolated structure, with wB97M-V/def2-TZVPD.

Properties
HOMO-LUMO gap (spin up / spin down) = 3.224 / 5.599 eV
relative energy (zero: lowest compared OMol25 entry of this formula, charge and spin) = 15.5 kJ/mol
charge = -2
LUMO level (spin up / spin down) = 4.69 / 4.67 eV
expectation value of S² = 0.764
spin multiplicity = 2

```
53
Properties=species:S:1:pos:R:3:forces:R:3
Pd -0.142 1.766 -1.847 -1.46 2.00 -0.66
C 2.216 3.409 -0.495 -0.03 -0.64 0.13
Si 2.727 1.562 -0.362 -0.23 0.65 0.82
C 4.647 1.570 -0.112 -0.54 -0.18 -0.32
C 2.016 0.928 1.311 0.29 0.30 -0.79
N 2.026 0.757 -1.677 -0.12 0.32 0.55
C 2.412 -0.084 -2.623 -0.20 0.04 0.04
C 3.737 -0.530 -2.881 -0.08 0.12 0.12
C 4.028 -1.408 -3.900 0.15 -0.31 -0.32
C 3.039 -1.901 -4.742 0.24 -0.20 -0.20
C 1.726 -1.488 -4.538 -0.15 0.14 0.14
C 1.444 -0.625 -3.513 -0.41 0.04 -0.12
F 0.133 -0.241 -3.332 0.69 -0.70 -0.37
H 2.508 4.003 0.369 0.13 0.04 0.26
H 1.119 3.445 -0.591 0.30 0.08 0.02
H 2.637 3.875 -1.384 0.03 0.02 -0.20
H 4.941 2.195 0.728 -0.14 0.16 0.20
H 5.158 1.949 -0.993 0.12 0.08 -0.25
H 5.020 0.569 0.084 0.09 -0.26 0.02
H 2.344 1.529 2.157 0.14 0.17 0.09
H 2.285 -0.105 1.518 0.05 -0.22 -0.03
H 0.932 0.983 1.273 -0.15 -0.06 -0.04
H 4.531 -0.144 -2.257 0.04 0.01 0.09
H 5.057 -1.728 -4.054 -0.03 0.06 0.04
H 3.275 -2.590 -5.544 0.03 0.00 0.00
H 0.921 -1.829 -5.174 -0.09 -0.03 -0.01
S -1.981 4.527 -2.852 -0.09 0.07 -0.06
C -1.024 3.295 -2.574 1.10 -1.67 0.91
N -1.203 0.304 -0.389 0.10 0.05 -0.67
S -2.218 0.482 0.810 1.03 -1.06 0.87
C -1.408 -0.122 2.311 -0.79 1.04 -1.22
C -1.370 -1.465 2.720 -0.12 -0.86 -0.07
C -0.938 -1.789 3.982 -0.10 -0.11 -0.03
C -0.568 -0.797 4.898 0.23 -0.44 0.56
C -0.647 0.544 4.506 -0.10 0.53 -0.14
C -1.069 0.875 3.246 0.05 0.44 0.38
C -3.534 -0.727 0.691 -0.57 0.26 -0.22
C -4.576 -0.648 1.632 0.71 0.16 -0.20
C -5.685 -1.444 1.505 -0.46 -0.49 -0.21
C -5.796 -2.345 0.441 0.33 0.20 -0.12
C -4.758 -2.420 -0.498 -0.81 -0.38 0.34
C -3.644 -1.625 -0.376 0.62 0.50 0.34
H -0.692 -0.579 -0.366 -0.10 0.05 0.28
H -1.661 -2.243 2.025 0.02 -0.11 -0.01
H -0.879 -2.831 4.277 -0.02 -0.08 -0.04
H -0.231 -1.062 5.892 0.01 -0.04 0.03
H -0.370 1.326 5.204 0.04 0.06 -0.02
H -1.128 1.908 2.930 0.05 0.16 0.08
H -4.481 0.052 2.452 -0.01 0.03 0.09
H -6.490 -1.369 2.229 0.03 -0.01 0.01
H -6.678 -2.966 0.339 -0.01 -0.02 -0.01
H -4.852 -3.096 -1.340 0.05 -0.02 0.00
H -2.857 -1.654 -1.117 0.09 0.09 -0.06
```
Forces are in eV/Å.

Here are the natural (NBO) charges for atoms 1 to 2, given in e:
1 Pd 0.369
2 C -1.118